[1]
The following is a quantum chemistry calculation of a molecular structure, C45H90N2O11Rb2 at a distorted geometry, from OMol25.

Each line ends with the Mulliken charge.
Geometry (Å):
1 Rb -2.587 0.957 1.469  0.616
2 Rb -3.486 -2.292 1.295  0.840
3 C 0.267 1.538 2.214  -1.016
4 C -0.216 2.114 3.661  -0.382
5 C 0.235 3.643 3.578  -0.303
6 C -0.617 4.499 4.455  -1.189
7 C -2.060 4.442 4.083  -0.895
8 C -2.639 3.051 4.294  0.894
9 N -1.683 1.985 3.745  1.647
10 O -2.204 0.639 3.755  -0.762
11 C -4.083 3.123 3.613  -1.818
12 C -2.877 2.890 5.782  -1.861
13 C 0.383 1.384 4.951  -1.373
14 H 1.329 1.768 2.129  0.260
15 H -0.300 1.923 1.366  0.497
16 H 0.283 0.451 2.291  0.336
17 H 0.426 3.967 2.555  0.400
18 H 1.151 3.613 4.166  0.145
19 H -0.308 5.534 4.598  0.458
20 H -0.482 4.137 5.475  0.387
21 H -2.236 4.762 3.056  0.228
22 H -2.560 5.243 4.628  0.525
23 H -4.686 3.937 4.017  0.444
24 H -4.636 2.209 3.828  0.323
25 H -3.979 3.308 2.544  0.249
26 H -2.017 3.101 6.418  0.310
27 H -3.201 1.897 6.095  0.298
28 H -3.633 3.591 6.135  0.494
29 H 1.366 1.783 5.199  0.693
30 H 0.486 0.303 4.859  0.177
31 H -0.136 1.575 5.890  0.555
32 C -0.281 -3.404 2.288  -1.944
33 C 0.183 -2.170 1.301  0.688
34 C 0.960 -2.800 0.116  -0.647
35 C 1.474 -1.823 -0.920  -0.392
36 C 0.252 -0.990 -1.431  -0.722
37 C -0.765 -0.386 -0.402  -0.701
38 N -0.986 -1.403 0.690  3.140
39 O -2.089 -1.119 1.668  -1.810
40 C -1.999 -0.096 -1.262  -0.694
41 C -0.026 0.975 0.082  1.564
42 C 1.074 -1.246 2.231  -2.147
43 H -0.488 -3.067 3.304  0.396
44 H 0.460 -4.193 2.417  0.362
45 H -1.236 -3.811 1.955  0.239
46 H 0.425 -3.587 -0.415  -0.210
47 H 1.856 -3.229 0.564  0.572
48 H 1.874 -2.300 -1.815  0.240
49 H 2.248 -1.179 -0.504  -0.788
50 H -0.264 -1.719 -2.055  -1.102
51 H 0.581 -0.126 -2.008  0.020
52 H -1.763 0.469 -2.163  -1.279
53 H -2.759 0.522 -0.782  -0.771
54 H -2.449 -0.989 -1.695  0.215
55 H -0.222 1.766 -0.641  -1.130
56 H 1.049 0.887 -0.077  0.578
57 H -0.354 1.204 1.096  -1.829
58 H 1.595 -0.521 1.606  -0.503
59 H 1.713 -1.697 2.990  0.473
60 H 0.335 -0.690 2.808  1.228
61 C -1.865 0.038 -4.383  -1.317
62 C -2.582 -1.059 -3.641  0.760
63 O -3.660 -0.779 -3.044  -0.570
64 C -2.032 -2.479 -3.841  -1.099
65 H -2.495 0.887 -4.649  1.140
66 H -1.216 -0.277 -5.201  0.824
67 H -1.100 0.425 -3.710  -0.659
68 H -1.960 -2.832 -4.870  0.551
69 H -2.709 -3.119 -3.277  0.343
70 H -0.997 -2.683 -3.567  -0.258
71 C -0.446 2.079 -4.696  -1.576
72 C -0.260 2.414 -3.222  0.793
73 O -0.865 3.374 -2.712  -0.435
74 C 0.677 1.575 -2.338  -0.160
75 H -1.504 2.086 -4.957  0.256
76 H -0.190 1.033 -4.863  0.553
77 H 0.166 2.708 -5.343  0.549
78 H 0.409 0.521 -2.257  0.088
79 H 0.754 2.082 -1.377  -0.123
80 H 1.703 1.625 -2.703  1.394
81 C 3.225 -1.089 3.066  -1.658
82 C 2.150 -0.223 3.621  2.047
83 O 1.189 -0.807 4.083  -0.708
84 C 2.334 1.251 3.398  -1.245
85 H 4.114 -0.853 3.649  0.531
86 H 3.650 -0.794 2.106  0.284
87 H 3.111 -2.158 3.251  0.544
88 H 3.400 1.477 3.371  0.781
89 H 1.857 1.751 4.241  -0.977
90 H 1.722 1.524 2.538  0.554
91 C 4.203 2.371 -1.821  -1.736
92 C 2.925 1.524 -1.495  -0.025
93 O 2.000 2.004 -0.888  -0.163
94 C 2.968 0.024 -1.726  0.208
95 H 4.133 2.689 -2.862  0.306
96 H 5.107 1.826 -1.550  0.448
97 H 4.248 3.250 -1.178  0.376
98 H 3.607 -0.351 -0.927  0.859
99 H 3.510 -0.120 -2.660  0.618
100 H 2.014 -0.500 -1.654  -0.746
101 C 2.715 -4.135 1.327  -0.276
102 C 1.920 -5.230 0.631  -0.204
103 O 1.813 -6.320 1.190  -0.637
104 C 1.168 -4.900 -0.651  -0.939
105 H 3.045 -3.345 0.652  0.635
106 H 3.684 -4.504 1.665  0.546
107 H 2.274 -3.706 2.227  -0.227
108 H 1.621 -4.205 -1.357  1.981
109 H 0.167 -4.507 -0.475  0.131
110 H 0.943 -5.863 -1.111  0.369
111 C 0.662 -4.352 -3.142  -1.757
112 C -0.262 -4.962 -2.140  1.642
113 O -0.136 -6.146 -1.822  -0.685
114 C -1.435 -4.130 -1.518  -1.331
115 H 0.295 -4.342 -4.168  0.728
116 H 1.670 -4.745 -3.012  0.479
117 H 0.792 -3.319 -2.817  0.759
118 H -2.353 -4.097 -2.104  0.504
119 H -1.077 -3.139 -1.238  0.738
120 H -1.718 -4.527 -0.543  0.583
121 C 3.407 -2.301 -1.025  -1.030
122 C 3.207 -3.174 -2.234  -0.098
123 O 2.119 -3.661 -2.400  -0.665
124 C 4.328 -3.352 -3.273  -1.886
125 H 4.280 -2.651 -0.474  0.885
126 H 2.519 -2.472 -0.417  -0.474
127 H 3.528 -1.278 -1.380  0.338
128 H 4.707 -4.373 -3.235  0.464
129 H 5.264 -2.906 -2.935  0.452
130 H 3.977 -3.131 -4.281  0.347
131 C -3.737 3.135 -3.105  -1.965
132 C -4.154 1.707 -2.857  -0.357
133 O -5.240 1.264 -3.321  -0.704
134 C -3.194 0.850 -2.057  3.240
135 H -3.387 3.288 -4.125  0.360
136 H -2.907 3.593 -2.567  0.077
137 H -4.668 3.701 -3.099  0.412
138 H -2.253 0.706 -2.588  -0.210
139 H -3.628 -0.149 -2.023  0.412
140 H -3.159 1.115 -1.000  0.543
141 C -0.238 3.322 -0.032  -0.303
142 C -1.757 3.096 -0.334  1.720
143 O -2.407 2.175 0.114  -0.665
144 C -2.333 4.078 -1.289  -2.020
145 H 0.142 2.996 0.936  -0.574
146 H -0.020 4.380 -0.179  0.867
147 H 0.353 2.677 -0.682  0.265
148 H -1.833 4.008 -2.255  0.800
149 H -2.297 5.129 -1.003  0.618
150 H -3.398 3.933 -1.473  0.541

The calculation puts the LUMO energy at -0.5926 eV. For the gap between HOMO and LUMO, the calculation gives 4.16 eV. Its total charge is 0. The calculation puts the HOMO energy at -4.8 eV.

=====

[2]
The following is a quantum chemistry calculation of 2 unconnected molecules or ions with the total composition C4H8NO3 at a distorted geometry, from OMol25.

Each line ends with the natural charge from an NBO analysis.
Geometry (Å):
1 C 0.735 -1.284 -2.903  -0.743
2 C -0.045 -1.047 -1.569  0.791
3 O 0.549 -0.235 -0.776  -0.839
4 O -1.068 -1.699 -1.358  -0.743
5 H 0.008 -1.185 -3.711  0.199
6 H 1.176 -2.272 -3.028  0.201
7 H 1.494 -0.502 -2.896  0.209
8 C -0.701 0.056 2.376  -0.733
9 C -0.416 1.493 2.005  0.674
10 O -0.851 2.403 2.713  -0.686
11 N 0.448 1.694 0.981  -0.850
12 H 0.521 2.645 0.626  0.366
13 H 0.392 0.962 0.213  0.453
14 H -1.033 0.049 3.408  0.213
15 H 0.175 -0.577 2.191  0.235
16 H -1.385 -0.502 1.727  0.254

The calculation puts the LUMO energy at 4.0468 eV. For the gap between HOMO and LUMO, the calculation gives 8.91 eV. The energy relative to the best compared isomer or geometry (same formula, charge and spin) is 8.43 kcal per mole. Its total charge is -1. The calculation puts the HOMO energy at -4.9 eV.

=====

[3]
The following is a quantum chemistry calculation of 2 unconnected molecules or ions with the total composition C5H13NO at a distorted geometry, from OMol25.

Each line ends with the natural charge from an NBO analysis.
Geometry (Å):
1 C -0.965 -0.396 3.586  -0.623
2 C -0.637 -0.977 2.087  -0.411
3 C 0.374 -0.239 1.299  -0.287
4 C 0.313 0.010 -0.028  0.186
5 C 1.546 -0.023 -0.870  -0.647
6 N -0.766 0.228 -0.841  -0.821
7 H -1.433 0.590 3.326  0.216
8 H -1.557 -1.305 3.932  0.219
9 H -0.059 -0.182 4.130  0.201
10 H -1.593 -0.910 1.500  0.189
11 H -0.378 -2.032 2.105  0.200
12 H 1.172 0.148 1.906  0.195
13 H 1.487 -0.822 -1.700  0.213
14 H 1.658 0.939 -1.293  0.204
15 H 2.356 -0.278 -0.137  0.224
16 H -0.372 0.578 -1.725  0.368
17 H -1.353 -0.537 -0.977  0.373
18 O 0.023 1.926 -5.072  -0.922
19 H -0.066 2.261 -5.929  0.461
20 H 0.250 1.020 -5.297  0.461

The calculation puts the LUMO energy at 0.6813 eV. For the gap between HOMO and LUMO, the calculation gives 8.25 eV. The energy relative to the best compared isomer or geometry (same formula, charge and spin) is 66.34 kcal per mole. Its total charge is 0. The calculation puts the HOMO energy at -7.6 eV. Its structure (SMILES) is CC/C=C(/C)N.O.

=====

[4]
The following is a quantum chemistry calculation of a molecular structure, C31H25AsClIMnN3O3S at a distorted geometry, from OMol25.

Each line ends with the Löwdin spin population.
Geometry (Å):
1 Mn 0.158 -0.183 1.773  3.974
2 Cl -4.815 4.515 2.109  0.002
3 C -3.298 3.677 2.218  0.009
4 C -2.197 4.321 2.702  -0.003
5 C -0.951 3.665 2.805  0.012
6 I 0.700 4.709 3.498  0.003
7 C -0.802 2.342 2.439  0.002
8 O 0.299 1.650 2.512  0.067
9 C -1.963 1.700 1.904  0.003
10 N -1.768 0.419 1.484  -0.024
11 C -2.762 -0.281 0.986  0.012
12 C -4.045 0.272 0.852  -0.004
13 C -4.265 1.564 1.243  0.013
14 C -3.211 2.327 1.790  -0.002
15 H -2.278 5.354 3.010  0.000
16 H -2.535 -1.297 0.688  0.000
17 H -4.838 -0.330 0.434  -0.001
18 H -5.243 2.015 1.141  0.001
19 C 3.154 -2.445 3.814  0.000
20 C 1.931 -1.721 3.369  0.013
21 N 1.836 -1.157 2.203  -0.068
22 O 2.839 -1.339 1.269  -0.006
23 C 0.769 -1.616 4.216  0.000
24 C 0.692 -2.096 5.629  0.000
25 N -0.269 -1.060 3.613  0.038
26 O -1.360 -0.836 4.177  0.029
27 H 3.782 -2.699 2.966  0.000
28 H 2.887 -3.342 4.367  0.000
29 H 3.719 -1.794 4.485  0.001
30 H 2.391 -1.924 0.625  -0.001
31 H 1.162 -3.072 5.747  0.000
32 H -0.354 -2.171 5.916  0.000
33 H 1.180 -1.401 6.316  0.000
34 S -0.049 -2.482 0.455  -0.082
35 C 0.327 -2.830 -1.246  -0.004
36 C 0.939 -4.058 -1.522  -0.008
37 C 1.304 -4.402 -2.810  0.001
38 C 1.076 -3.524 -3.861  -0.007
39 C 0.467 -2.305 -3.605  0.001
40 C 0.079 -1.960 -2.314  -0.006
41 As -0.681 -0.245 -1.835  0.001
42 C 1.002 0.584 -1.282  0.012
43 C 2.263 0.117 -1.653  0.000
44 C 3.401 0.750 -1.184  0.004
45 C 3.301 1.835 -0.318  0.001
46 C 2.056 2.302 0.062  0.005
47 C 0.912 1.673 -0.426  0.010
48 C -0.901 0.593 -3.589  0.000
49 C -1.830 0.043 -4.472  0.000
50 C -2.163 0.698 -5.647  0.000
51 C -1.588 1.926 -5.946  0.000
52 C -0.671 2.485 -5.070  0.000
53 C -0.331 1.824 -3.897  0.000
54 H 1.132 -4.737 -0.701  -0.001
55 H 1.784 -5.356 -2.991  0.000
56 H 1.376 -3.781 -4.869  0.000
57 H 0.287 -1.615 -4.419  0.000
58 H 2.351 -0.733 -2.319  0.000
59 H 4.377 0.390 -1.486  0.000
60 H 4.197 2.308 0.063  0.000
61 H 1.959 3.141 0.739  0.000
62 H -0.066 2.093 -0.206  0.000
63 H -2.291 -0.913 -4.247  0.000
64 H -2.882 0.256 -6.326  0.000
65 H -1.860 2.447 -6.855  0.000
66 H -0.216 3.441 -5.298  0.000
67 H 0.397 2.267 -3.228  0.000

The calculation puts the LUMO energy (alpha / beta) at -1.9890 / -0.7397 eV. For the gap between HOMO and LUMO (alpha / beta), the calculation gives 5.70 / 7.20 eV. As for the spin multiplicity: 5. The energy relative to the best compared isomer or geometry (same formula, charge and spin) is 22.44 kcal per mole. Its total charge is 0. The calculation puts the HOMO energy (alpha / beta) at -7.7 / -7.9 eV.

=====

Number 1: electronic energy -2750.17691 a.u.. Number 2: electronic energy -437.79205 a.u.. Number 3: electronic energy -328.21313 a.u.. Number 4: electronic energy -6129.08555 a.u..